Record 1
{
  "formula": "C16H17N7O2S2",
  "method": "the ωB97M-V functional and the def2-TZVPD basis",
  "species": ["C", "H", "H", "C", "N", "C", "N", "N", "C", "C", "H", "H", "C", "O", "N", "C", "C", "C", "C", "C", "C", "H", "H", "H", "H", "H", "H", "S", "C", "C", "O", "N", "C", "N", "N", "C", "S", "H", "H", "H", "H", "H", "H", "H"],
  "positions_angstrom": [[-1.36329, 3.83090, 1.30144], [-1.96270, 4.59692, 1.78431], [-1.07440, 4.18714, 0.31514], [-2.17100, 2.54049, 1.20482], [-1.40041, 1.48290, 0.60051], [-0.72399, 0.48592, 1.23796], [-0.08074, -0.25795, 0.37260], [-0.32163, 0.24409, -0.85028], [-1.10832, 1.27702, -0.72174], [-1.53329, 2.14060, -1.84260], [-2.38483, 2.76279, -1.57192], [-1.78817, 1.52069, -2.70329], [-0.35326, 3.05845, -2.22725], [-0.43371, 4.26268, -2.13980], [0.71670, 2.34206, -2.62852], [1.97651, 2.79691, -3.04056], [2.26340, 4.14220, -3.24455], [3.52794, 4.51484, -3.66460], [4.50905, 3.56350, -3.88474], [4.22199, 2.22341, -3.68136], [2.96335, 1.83882, -3.26203], [2.73634, 0.79425, -3.10144], [4.98085, 1.47409, -3.85047], [5.49260, 3.86294, -4.21355], [3.74498, 5.56073, -3.82194], [1.50224, 4.88465, -3.07323], [0.63926, 1.33347, -2.53076], [-0.74065, 0.27121, 2.96191], [0.52175, -1.03605, 3.12642], [-0.05405, -2.41691, 2.87701], [-0.31220, -3.19436, 3.76812], [-0.24385, -2.69945, 1.56018], [-0.77840, -3.88456, 1.14770], [-1.02375, -4.16777, -0.08859], [-1.54162, -5.37726, -0.25069], [-1.69508, -6.02313, 0.84556], [-1.19370, -5.16275, 2.27365], [-2.10087, -7.01288, 0.89067], [-0.05890, -1.96930, 0.85073], [0.86449, -0.97178, 4.15855], [1.32462, -0.80257, 2.42903], [-2.46610, 2.20029, 2.20107], [-3.07318, 2.69756, 0.60702], [-0.46490, 3.66947, 1.89277]],
  "smiles": "CCn1c(CC(=O)Nc2ccccc2)nnc1SCC(=O)Nc1nncs1",
  "gap_ev": 9.06,
  "total_energy_ha": -1950.09304,
  "molar_mass_da": 403.493,
  "relative_energy_kj_mol": 0.0
}

---

Record 2
{
  "formula": "C16H17NO",
  "method": "the ωB97M-V functional and the def2-TZVPD basis",
  "species": ["C", "C", "C", "C", "C", "C", "C", "C", "C", "N", "H", "H", "H", "H", "H", "H", "H", "H", "H", "C", "C", "C", "C", "C", "C", "C", "O", "H", "H", "H", "H", "H", "H", "H", "H"],
  "positions_angstrom": [[-3.15242, -1.78229, -2.62071], [-0.47649, -2.66693, -0.09244], [-0.80706, -2.29270, -1.42534], [-2.22993, -2.03125, -1.47698], [-2.65058, -2.08794, -0.17515], [0.86861, -2.89435, 0.20301], [1.83384, -2.77296, -0.79767], [1.45976, -2.54927, -2.12067], [0.13926, -2.27177, -2.42771], [-1.60416, -2.42155, 0.66407], [1.10227, -3.17380, 1.22249], [2.83736, -3.00462, -0.46467], [-1.59410, -2.42736, 1.66344], [2.22865, -2.31673, -2.83417], [-3.63274, -1.99477, 0.24573], [-0.14145, -1.95622, -3.42712], [-3.49107, -2.73087, -3.02730], [-2.78405, -1.08323, -3.37424], [-3.98563, -1.17911, -2.23432], [-0.21567, 4.53115, 0.20412], [0.41776, 1.48296, 2.32855], [1.78627, 1.36331, 2.25548], [-0.27041, 2.58553, 1.82451], [0.49890, 3.49790, 1.07219], [2.57109, 2.26077, 1.50056], [1.86196, 3.34190, 1.01268], [2.40324, 0.24837, 2.80305], [-0.02534, 0.82634, 3.07640], [-1.33572, 2.69889, 1.94380], [3.64812, 2.22707, 1.50158], [3.23613, 0.17636, 2.38278], [0.26010, 5.48238, 0.45902], [-1.28008, 4.50687, 0.40495], [2.49087, 4.11424, 0.55823], [0.03274, 4.29368, -0.82814]],
  "smiles": "Cc1c[nH]c2ccccc12.Cc1ccc(O)cc1",
  "gap_ev": 8.49,
  "total_energy_ha": -749.86271,
  "molar_mass_da": 239.318,
  "relative_energy_kj_mol": 98.7
}